ORCA calculation (the ωB97M-V functional and the def2-TZVPD basis) on a cluster of 2 separate species, C28H31O3Si in total in a non-equilibrium geometry.

Values from the calculation:
* 2S+1: 1
* frontier orbital gap: 3.6 eV
* M: 443.6 g mol⁻¹
* total charge: +1
* max |F|: 4.28 eV/A

Last column: natural (NBO) charge in e.
Positions of all 63 atoms, in Å:
1 Si 2.8311 2.8852 -2.1940  1.870
2 O -4.7860 0.3299 3.9090  -0.458
3 O 1.5720 1.6769 -2.2352  -0.801
4 O -0.1811 3.1044 -2.0617  -0.516
5 C 3.7020 -1.1066 1.9984  -0.116
6 C 0.9655 -1.0828 1.3453  -0.081
7 C -2.7516 0.7817 2.7888  -0.265
8 C 1.5057 -4.0859 -0.7654  -0.188
9 C -2.6557 -1.8473 1.8420  -0.030
10 C -1.5878 -0.9612 1.5594  -0.210
11 C -0.6503 0.8609 -1.8618  -0.261
12 C 1.8858 -2.0024 0.7187  -0.003
13 C -1.6726 2.9989 -1.9679  -0.049
14 C -5.8208 -0.5975 4.3045  -0.264
15 C -1.6848 0.3762 2.0195  -0.107
16 C -3.7808 -0.1355 3.1194  0.413
17 C 2.8056 -0.2435 2.6515  -0.227
18 C -0.3840 -1.4490 0.9466  0.291
19 C 0.2998 1.8674 -2.0526  0.662
20 C 4.2828 1.7561 -1.9173  -1.142
21 C 2.4490 4.0422 -0.7942  -1.153
22 C -1.2532 -3.4218 -0.5175  -0.136
23 C 2.8602 3.7730 -3.8236  -1.153
24 C -3.7373 -1.4555 2.6068  -0.338
25 C 1.1090 -2.9760 -0.0333  -0.003
26 C -0.2868 -2.6487 0.1296  -0.070
27 C -0.2793 -0.5225 -2.0950  -0.602
28 C 0.5154 -4.9043 -1.3255  -0.122
29 C -0.8444 -4.5625 -1.2217  -0.226
30 C 3.2441 -1.9727 0.9989  -0.199
31 C 1.4445 -0.2110 2.3239  -0.124
32 C -1.9515 1.5178 -1.7579  -0.435
33 H 0.7568 0.4552 2.8411  0.225
34 H -6.4857 -0.0040 4.9281  0.223
35 H -1.9892 3.6143 -1.1220  0.193
36 H 5.1749 2.3219 -1.6133  0.244
37 H -6.3654 -0.9837 3.4337  0.191
38 H 3.9054 -2.6614 0.4767  0.232
39 H 2.5700 -4.3066 -0.8510  0.231
40 H 4.5259 1.2156 -2.8440  0.250
41 H 1.7502 4.8238 -1.1175  0.259
42 H 1.8807 4.2095 -4.0556  0.256
43 H 4.0625 1.0097 -1.1391  0.243
44 H -0.0842 -0.7564 -3.1562  0.211
45 H -0.8962 1.0851 1.7765  0.235
46 H -2.5940 -2.8787 1.5107  0.221
47 H 3.1753 0.4076 3.4443  0.236
48 H -2.0822 3.3760 -2.9110  0.198
49 H 3.1449 3.1072 -4.6481  0.249
50 H -1.5984 -5.1960 -1.6928  0.237
51 H 3.3721 4.5329 -0.4567  0.245
52 H -2.4141 1.3696 -0.7713  0.186
53 H 3.5966 4.5888 -3.7750  0.248
54 H 0.8049 -5.8091 -1.8593  0.236
55 H 4.7548 -1.1122 2.2799  0.235
56 H -4.5338 -2.1660 2.8418  0.244
57 H 2.0072 3.5156 0.0615  0.241
58 H -2.8192 1.7921 3.1874  0.250
59 H -2.6634 1.1497 -2.5075  0.206
60 H 0.6482 -0.7411 -1.5521  0.204
61 H -2.2999 -3.1178 -0.4923  0.228
62 H -1.0657 -1.1915 -1.7339  0.191
63 H -5.4035 -1.4340 4.8795  0.193